one:
12
Properties=species:S:1:pos:R:3 method="wB97M-V/def2-TZVPD" gap_ev=11.73 lumo_ev=0.75 multiplicity=1
C 0.4978 0.2897 1.5201
C -0.1317 -0.3742 0.3020
O -0.9598 -1.3970 0.7772
C -0.8963 0.5949 -0.5240
C -1.5077 1.3630 -1.2140
C 1.6855 -1.4457 -1.2558
N 0.9087 -0.9355 -0.5391
H 1.1479 1.1125 1.2178
H -0.3038 0.6714 2.1542
H 1.0794 -0.4516 2.0737
H -1.3848 -1.8091 0.0111
H -2.0384 2.0559 -1.8346

***

two:
12
Properties=species:S:1:pos:R:3 method="wB97M-V/def2-TZVPD" gap_ev=10.22 lumo_ev=-0.43 multiplicity=1 smiles=C#C[C@@H](C#N)CO
O -1.8984 0.3170 0.6134
C -0.8050 -0.5244 0.8720
C 0.2955 -0.2857 -0.1528
C 0.6537 1.2139 -0.1595
C 0.5641 1.5959 -1.3146
C 1.5184 -1.0565 0.0539
N 2.4960 -1.6587 0.1850
H -1.6056 1.2285 0.7620
H -0.3749 -0.3735 1.8680
H -1.1606 -1.5499 0.7656
H -0.1087 -0.5914 -1.1309
H 0.4254 1.6846 -2.3621

***

Need the numbers? Relative energies in kcal/mol: one 0.0; two 27.8.

***

one:
12
Properties=species:S:1:pos:R:3 method="wB97M-V/def2-TZVPD" gap_ev=10.26 lumo_ev=-0.98 multiplicity=1 smiles="C[C@@H](C#N)C(=O)C#N"
C -0.7215 -0.5751 1.0811
C -0.7306 -0.3461 -0.4647
C -1.5857 0.7243 -0.8563
C 0.8084 -0.0879 -0.8808
C 1.9195 0.8609 -0.1289
H -0.3686 0.5648 1.6011
H 0.4441 -1.1995 1.1250
H -1.5645 -1.0150 1.6775
H -0.8198 -1.5929 -0.8920
N -1.8771 1.9069 -0.8450
N 2.9691 1.4150 0.2813
O 1.5267 -0.6554 -1.6983

***

two:
12
Properties=species:S:1:pos:R:3 method="wB97M-V/def2-TZVPD" gap_ev="7.82 / 7.27" lumo_ev="-1.79 / -1.36" multiplicity=1
C 2.5960 -0.3035 0.0842
C -0.9140 1.0135 -0.0312
C 0.5300 0.9997 -0.1188
C -1.7376 -0.0833 -0.0799
C 1.2025 -0.1111 0.2707
N 3.6921 -0.4823 -0.1527
N -1.3470 -1.3418 -0.2118
O -1.8292 -2.4269 0.0645
H -1.3289 1.9373 -0.1169
H 1.1513 1.7419 -0.5161
H -2.8885 -0.0399 -0.1125
H 0.8734 -0.9036 0.9204

***

three:
12
Properties=species:S:1:pos:R:3 method="wB97M-V/def2-TZVPD" gap_ev=9.24 lumo_ev=0.84 multiplicity=1 smiles=c1cn2cncc2o1
C 1.9101 -0.1611 -0.0219
C 1.2079 0.9660 -0.0479
C -1.4207 0.9119 -0.0399
C -1.4085 -1.2579 -0.0454
C -0.1206 -0.8645 -0.0213
H 3.0027 -0.3405 0.0987
H 1.5030 2.0211 -0.0075
H -1.7194 1.9537 0.0039
H -1.7607 -2.2900 0.0555
N -0.1300 0.5204 0.0382
N -2.2355 -0.1459 0.0041
O 1.1717 -1.3133 -0.0166

***

Need the numbers? Relative energies in kcal/mol: one 95.0; two 79.9; three 0.0.

***

one:
7
Properties=species:S:1:pos:R:3 method="wB97M-V/def2-TZVPD" gap_ev="7.06 / 7.04" lumo_ev="-1.30 / -1.32" multiplicity=1
C 1.0110 -0.9791 1.1143
C 1.4109 -1.9469 1.7801
O 0.8583 -0.0296 0.4609
P 5.0478 1.6488 -0.6300
Cl 4.9666 -0.3202 -0.8323
H 2.5383 -1.9096 1.9070
H 0.7667 -2.7087 2.3843

***

two:
7
Properties=species:S:1:pos:R:3 method="wB97M-V/def2-TZVPD" gap_ev=8.81 lumo_ev=-1.78 multiplicity=1 smiles="O=CC#P.Cl"
C 0.4639 0.7626 -0.0787
C 1.3457 -0.3769 0.0340
O -0.6735 0.9035 0.2984
P 2.3824 -1.5226 0.1329
Cl -2.7939 -1.0297 0.0411
H 1.0392 1.4306 -0.6405
H -1.7638 -0.1674 0.2128

***

Need the numbers? Relative energies in kcal/mol: one 17.9; two 0.0.

***

one:
15
Properties=species:S:1:pos:R:3 method="wB97M-V/def2-TZVPD" gap_ev=9.17 lumo_ev=0.81 multiplicity=1 smiles="N/N=C(/CS)NN"
C -0.4545 0.1420 0.4437
C -0.8203 1.5623 0.3074
H 1.5321 -0.3093 -1.1307
H 1.0698 -2.1745 -1.2210
H -1.1957 -0.1410 -1.4093
H -1.9235 1.8137 0.3564
H -0.0594 1.9102 1.2663
H -0.5212 2.2865 -2.0383
H 0.3372 -2.2533 0.8032
H 0.7407 -1.8874 2.5833
N 0.6977 -0.9694 -1.3942
N -0.5583 -0.7399 -0.7010
N 0.1861 -0.2038 1.5289
N 0.7318 -1.4432 1.5949
S 0.2374 2.4070 -0.9895

***

two:
15
Properties=species:S:1:pos:R:3 method="wB97M-V/def2-TZVPD" gap_ev=8.89 lumo_ev=0.88 multiplicity=1 smiles="CN/C(=N/S)NN"
C -2.2275 -0.8360 -0.0106
C -0.0604 0.2041 -0.0180
H -2.0586 -1.4822 -0.9179
H -1.9446 -1.4759 0.8353
H -3.2484 -0.6562 -0.0404
H -1.7525 1.0631 0.4989
H 0.2109 2.2403 -0.6368
H 2.6070 0.8200 -0.4534
H 2.3592 1.4567 1.0782
H 2.1409 -2.5663 -0.2964
N -1.3940 0.3215 -0.0182
N 0.5740 1.4661 -0.1406
N 2.0582 1.6643 0.0376
N 0.4989 -0.9690 0.1144
S 2.2370 -1.2505 -0.0323

***

Need the numbers? Relative energies in kcal/mol: one 58.2; two 0.0.

***

one:
15
Properties=species:S:1:pos:R:3 method="wB97M-V/def2-TZVPD" gap_ev=9.98 lumo_ev=0.43 multiplicity=1
C -0.0703 -1.2398 -1.2449
C 0.0517 -0.6185 0.1526
C -0.2732 2.9793 1.1148
H 1.5864 -2.8994 -1.8131
H 0.2549 -2.7787 0.0011
H -1.2934 -1.0836 -1.3449
H 0.6783 -0.7162 -1.7992
H 0.2329 -0.6778 2.2961
H -0.2178 1.2649 -0.8255
H -0.6722 3.6786 2.1158
N 0.2063 -2.6646 -1.3689
N 0.3544 -1.0066 1.2661
N -0.5919 0.6546 -0.0199
O -0.6370 1.5907 1.2275
O 0.3909 3.5172 0.2425

***

two:
15
Properties=species:S:1:pos:R:3 method="wB97M-V/def2-TZVPD" gap_ev=8.64 lumo_ev=-0.39 multiplicity=1
C -2.4727 0.1072 0.5092
C 0.6424 -0.0108 0.1793
C 1.0996 1.3676 -0.2503
H -2.6358 -0.8199 1.1124
H -2.2366 1.0719 1.1451
H -3.2769 0.4711 0.0843
H -1.9732 -0.6675 -1.3277
H 1.5882 -1.8911 -0.0452
H 3.7256 -0.8352 0.5678
H 0.4023 1.4959 -1.0523
N -1.4484 0.0476 -0.7089
N -0.3143 -0.5923 -0.4457
N 1.8015 -0.9883 0.4243
O 3.0310 -0.8806 -0.2771
O 2.0673 2.1243 0.0848

***

three:
15
Properties=species:S:1:pos:R:3 method="wB97M-V/def2-TZVPD" gap_ev=9.74 lumo_ev=0.42 multiplicity=1 smiles="[H]/N=C(/N)CC(=O)ON"
C 0.5355 -1.0402 -0.5286
C 1.0880 0.0552 0.3092
C -0.9318 -0.7873 -0.2302
N 1.4961 2.4794 0.2647
N -1.6566 -1.7800 0.3908
O 0.9216 1.3601 -0.4346
N -1.5820 0.1940 -0.7860
O 1.6657 -0.0074 1.3763
H 0.7103 3.1144 0.4051
H 1.7353 2.1155 1.1951
H -1.9024 -2.5400 -0.2364
H -2.5226 -1.3932 0.7589
H -1.1920 1.1380 -0.7394
H 0.8770 -2.0105 -0.1566
H 0.7578 -0.8982 -1.5882

***

four:
15
Properties=species:S:1:pos:R:3 method="wB97M-V/def2-TZVPD" gap_ev=9.77 lumo_ev=0.60 multiplicity=1
C 1.2552 0.0680 -1.6422
C 1.0877 1.3104 0.3304
C -1.1765 -0.5264 0.3071
H 0.2590 0.0483 -2.0569
H 2.0181 0.0012 -2.3374
H 1.4687 -0.8337 -1.0769
H 1.1917 2.2354 0.8545
H 0.1771 0.4429 2.0420
H -1.3440 -2.3882 -0.5961
H -2.5763 -1.2362 -0.6970
N 1.4968 1.1966 -0.8647
N 0.7589 0.2749 1.2660
N -1.6165 -1.3991 -0.6709
O 0.1680 -0.8820 0.6466
O -1.7514 0.3958 0.8263

***

Need the numbers? Relative energies in kcal/mol: one 129.3; two 100.0; three 10.8; four 0.0.

***

one:
15
Properties=species:S:1:pos:R:3 method="wB97M-V/def2-TZVPD" gap_ev="8.10 / 8.10" lumo_ev="-0.69 / -0.69" multiplicity=1
C 1.7432 0.4316 0.0486
N -0.9680 1.6865 1.2342
C -0.7815 -0.0872 -0.1789
C 0.6638 -0.4493 -0.5009
N -1.6747 -1.0725 -0.2225
O -0.7292 0.4755 1.6976
N 0.9678 -1.4183 -1.2630
O -1.2494 1.1335 -0.4454
H -0.1048 2.0921 0.8347
H -1.4085 -2.0263 -0.0315
H -2.6393 -0.8098 -0.0817
H 0.1531 -1.9131 -1.6278
H 2.7115 0.0318 -0.2425
H 1.6757 0.4840 1.1354
H 1.6404 1.4415 -0.3563

***

two:
15
Properties=species:S:1:pos:R:3 method="wB97M-V/def2-TZVPD" gap_ev=8.87 lumo_ev=0.09 multiplicity=1 smiles="O=C(NO)NN1CC1"
C 1.5257 -0.7145 -0.2317
C -2.1925 -0.4515 -0.2703
C -1.3690 0.6513 0.3456
H 1.6258 2.2174 0.9164
H 2.9905 0.4659 -0.7258
H 0.0234 -2.0243 0.3001
H -3.0524 -0.3235 -0.8544
H -2.0718 -1.6996 0.1129
H -0.8679 0.7099 1.4047
H -1.6301 1.5829 0.0731
N 1.9435 0.4931 -0.4944
N 0.0924 -0.9058 0.0709
N -0.8472 -0.1858 -0.6595
O 1.4803 1.8514 -0.1184
O 2.3494 -1.6669 0.1307

***

three:
15
Properties=species:S:1:pos:R:3 method="wB97M-V/def2-TZVPD" gap_ev=9.62 lumo_ev=-0.07 multiplicity=1
C 1.5445 -0.0827 -0.0485
C -0.8370 -0.6716 0.0730
C -1.2481 0.5335 0.5825
H 0.2882 1.6369 -0.4033
H 1.7264 2.0787 0.7364
H 0.8944 -1.9270 -0.2780
H -1.7370 -2.3082 -0.4787
H -0.2878 0.9645 1.0184
H -2.2117 0.6429 1.4895
H -1.9889 0.9514 -1.0143
N 1.0329 1.1498 -0.1743
N 0.4507 -1.0249 -0.3185
N -1.9125 -1.4170 0.0921
O 2.7230 -0.3731 0.1645
O -1.5277 1.4145 -0.4029

***

Need the numbers? Relative energies in kcal/mol: one 0.0; two 50.6; three 4.7.

***

one:
12
Properties=species:S:1:pos:R:3 method="wB97M-V/def2-TZVPD" gap_ev=9.71 lumo_ev=0.57 multiplicity=1 smiles="O=C1[C@H](O)CN1S"
C -0.3833 -0.5661 1.0111
C -0.9874 0.7001 0.0936
C 0.8881 -0.5728 -0.0115
H -0.5964 -2.2982 0.2061
H -0.1237 -0.3631 1.9933
H -1.1724 1.6041 0.8128
H -1.7809 0.3056 -0.6322
H 2.2800 1.9806 -1.1973
N 0.4054 0.6336 -0.7123
O -1.3245 -1.6156 0.7676
O 1.6628 -1.3779 -0.3913
S 1.1323 1.5698 -1.9398

***

two:
12
Properties=species:S:1:pos:R:3 method="wB97M-V/def2-TZVPD" gap_ev=9.69 lumo_ev=0.76 multiplicity=1 smiles="C[C@H]1ONC(=S)O1"
C -1.3066 -0.6578 0.5884
C -0.5957 -0.1522 -0.6339
C 1.5256 0.0267 -0.1667
H -1.4261 -1.7240 0.5050
H -2.2133 -0.1072 0.7307
H -0.6803 -0.3950 1.4642
H -1.1393 -0.3766 -1.6616
H 1.5059 1.9702 0.1556
N 0.8247 1.1882 0.3013
O -0.2693 1.2088 -0.5388
O 0.6723 -0.7887 -0.7233
S 3.1020 -0.1926 -0.0208

***

three:
12
Properties=species:S:1:pos:R:3 method="wB97M-V/def2-TZVPD" gap_ev=11.21 lumo_ev=0.80 multiplicity=1
C -0.1963 -1.3810 -0.1490
C 0.5558 1.0847 0.2184
C -0.3132 0.0816 -0.5774
N 0.6387 -0.8135 -1.2677
O 2.6563 -0.7457 0.4403
O 2.8420 0.6274 -1.4893
S 2.0198 0.0173 -0.5196
H 0.3577 -1.5701 0.7325
H -0.9645 -2.0178 -0.5910
H 0.6098 2.1504 -0.1418
H 0.2184 1.2219 1.2669
H -1.2937 0.4456 -1.0096

***

four:
12
Properties=species:S:1:pos:R:3 method="wB97M-V/def2-TZVPD" gap_ev=8.23 lumo_ev=-1.25 multiplicity=1
C -0.3591 0.6628 0.0229
C -0.7907 -0.6119 -0.0268
C -2.0884 -0.7293 0.6559
H 3.5482 0.5744 -1.2248
H 1.5602 1.5019 1.2256
H -0.1940 -1.4683 -0.3325
H -2.4391 0.1361 1.1337
H -2.3539 -1.6454 1.1375
N 1.1096 0.7081 0.3467
O -1.1036 1.6442 -0.2109
O -2.0902 -0.5856 -0.7564
S 2.3182 -0.5284 -0.0337

***

Need the numbers? Relative energies in kcal/mol: one 24.2; two 0.0; three 21.6; four 93.1.

***

one:
12
Properties=species:S:1:pos:R:3 method="wB97M-V/def2-TZVPD" gap_ev=9.78 lumo_ev=0.74 multiplicity=1 smiles="COC1=NOCS1"
C 0.1844 0.8720 -2.0741
C 0.0624 0.5868 0.1554
C -0.2024 -0.9521 2.1162
H 0.5170 -0.0700 -2.4575
H -0.7890 0.8028 -2.1012
H 0.6798 1.5774 -2.7947
H 0.9182 -1.3896 2.1124
H -0.7054 -1.4597 3.0079
N -0.3108 -0.6586 -0.1263
O 0.7551 1.2748 -0.7319
O -0.9295 -1.4205 0.9757
S -0.1798 0.8367 1.9182

***

two:
12
Properties=species:S:1:pos:R:3 method="wB97M-V/def2-TZVPD" gap_ev=8.62 lumo_ev=-0.61 multiplicity=1
C -2.3011 0.1185 -0.0071
C 0.9684 -0.9879 0.0057
C 1.9512 0.1093 -0.0050
H -2.7043 1.1564 0.0175
H -2.6381 -0.3974 -0.8984
H -2.6522 -0.3945 0.8999
H 1.3796 -1.9929 -0.0032
H 2.1928 1.9365 -0.0087
N -0.3164 -0.9575 -0.0012
O -0.8936 0.2687 -0.0007
O 1.4511 1.3391 0.0020
S 3.5626 -0.1984 -0.0010

***

Need the numbers? Relative energies in kcal/mol: one 35.0; two 0.0.

***

one:
23
Properties=species:S:1:pos:R:3 method="wB97M-V/def2-TZVPD" total_charge=-1 gap_ev="2.70 / 7.86" lumo_ev="3.75 / 3.64" multiplicity=2
C 0.9286 1.0348 -2.7754
C 0.2361 0.6242 -1.4803
C 0.8951 -0.5328 -0.7147
C 0.0572 -0.9841 0.4841
C -1.2065 -1.3740 0.2611
N -2.1037 -1.7316 1.2787
C 0.6827 -1.1210 1.8277
H 1.8527 1.5322 -2.4825
H 1.1039 0.1544 -3.3950
H 0.3248 1.7295 -3.3585
H -0.7958 0.3294 -1.6629
H 0.2138 1.4492 -0.7632
H 1.1013 -1.3625 -1.4074
H 1.8735 -0.2560 -0.3200
H -1.5742 -1.4777 -0.7511
H -1.8495 -1.3678 2.1867
H -3.0661 -1.7227 1.0007
H 1.5663 -0.4763 1.8553
H 0.8717 -2.1861 2.0250
H 0.0726 -0.7632 2.6615
H -0.4259 2.6731 2.6149
H -0.2423 2.6151 1.0944
O -0.5163 3.2142 1.8208

***

two:
23
Properties=species:S:1:pos:R:3 method="wB97M-V/def2-TZVPD" total_charge=-1 gap_ev="2.63 / 8.47" lumo_ev="3.83 / 3.63" multiplicity=2
C -0.1484 -2.1120 1.5139
C 0.7023 -1.0869 0.7708
C 0.3209 -0.9526 -0.7232
C -0.6240 0.1676 -1.0877
C -1.8384 -0.1212 -1.5559
C 1.2392 1.8236 -1.0536
N -0.1857 1.4717 -0.8865
H -0.1663 -3.1575 1.1892
H 0.0416 -1.9919 2.5772
H -1.1900 -1.8026 1.5172
H 0.5805 -0.1756 1.3483
H 1.7607 -1.3389 0.8677
H -0.2161 -1.8736 -0.9715
H 1.2161 -0.9858 -1.3508
H -2.6331 0.5807 -1.7543
H -2.1394 -1.1429 -1.7556
H 1.3739 2.4059 -1.9673
H 1.8740 0.9455 -1.0987
H 1.5492 2.3723 -0.1541
H -0.7882 2.1517 -1.3230
H -0.5656 1.5235 1.2384
H 0.3578 1.5195 2.4849
O -0.5212 1.7795 2.1744

***

Need the numbers? Relative energies in kcal/mol: one 0.0; two 10.1.

***

one:
14
Properties=species:S:1:pos:R:3 method="wB97M-V/def2-TZVPD" total_charge=+1 gap_ev=11.20 lumo_ev=-3.88 multiplicity=1
N -1.1423 -2.1151 -0.8764
H -1.0832 -2.7514 -0.0834
H -0.5441 -2.4369 -1.6341
H -0.7804 -1.1973 -0.5081
H -2.0951 -1.9837 -1.2080
C 0.4321 0.5251 0.6874
O 0.4673 0.0428 -0.7084
C 0.9185 1.9457 0.8112
H 1.0635 -0.1818 1.2187
H -0.5809 0.4122 1.0701
H 0.3860 0.8304 -1.2627
H 0.1982 2.6149 0.3278
H 1.8759 2.0772 0.3126
H 0.8844 2.2181 1.8533

***

two:
14
Properties=species:S:1:pos:R:3 method="wB97M-V/def2-TZVPD" total_charge=+1 gap_ev=11.37 lumo_ev=-3.61 multiplicity=1
C 0.3354 -1.3545 0.5384
N 0.9094 -1.2180 -0.8399
H 0.5314 -1.8590 -1.5349
H 0.6376 -0.2356 -1.0698
H 1.9311 -1.1873 -0.7763
H 0.4777 -2.3431 0.9981
H -0.7500 -1.3755 0.6656
H 0.6550 -0.5685 1.2064
C -0.6016 1.8991 0.3737
O -0.8330 0.9009 -0.5934
H -1.7415 0.6827 -0.7826
H 0.4600 2.1519 0.3177
H -0.9345 1.6398 1.3639
H -1.0770 2.8671 0.1330

***

Need the numbers? Relative energies in kcal/mol: one 0.0; two 15.0.

***

one:
15
Properties=species:S:1:pos:R:3 method="wB97M-V/def2-TZVPD" total_charge=+1 gap_ev=10.99 lumo_ev=-3.33 multiplicity=1
C -0.0084 0.9787 -1.0668
N 1.4188 0.7109 -1.1028
H -0.2748 2.1220 -1.1102
H -0.5560 0.5108 -1.8632
H 1.8033 0.4779 -1.9583
H 2.0653 1.5000 -0.7574
C -1.9644 -0.5673 0.5949
S -0.3504 0.2765 0.7270
C 1.0352 -0.7203 1.1033
H -2.8774 -0.0082 0.4610
H -2.0872 -1.1930 1.4948
H -2.4451 -1.2513 -0.2191
H 2.0075 -0.1233 1.2050
H 0.9778 -1.2237 2.1252
H 1.2558 -1.4894 0.3666

***

two:
15
Properties=species:S:1:pos:R:3 method="wB97M-V/def2-TZVPD" total_charge=+1 gap_ev=8.57 lumo_ev=-5.75 multiplicity=1
C 1.2454 1.4460 0.5256
C -1.6539 -0.9978 0.4001
C 1.3588 0.3192 -0.4770
N -1.1103 -0.0398 -0.5855
S 2.2250 -1.0753 0.0365
H 0.9194 2.3953 0.0621
H 0.3969 1.1978 1.2942
H 2.1388 1.5023 1.2854
H -2.6620 -1.3948 0.2263
H -0.9715 -1.8910 0.5313
H -1.6047 -0.4208 1.3071
H 0.6628 0.3590 -1.3454
H -1.6573 0.8504 -0.6977
H -1.2436 -0.4177 -1.5132
H 1.9560 -1.8328 -1.0498

***

Need the numbers? Relative energies in kcal/mol: one 3.2; two 0.0.

***

one:
15
Properties=species:S:1:pos:R:3 method="wB97M-V/def2-TZVPD" total_charge=+1 gap_ev=10.24 lumo_ev=-3.51 multiplicity=1 smiles=C[C@H]([NH3+])CS
C 0.7294 -1.5128 0.2875
C 0.5256 -0.0266 0.0744
C -0.2967 0.2898 -1.1639
S -0.5280 2.0878 -1.3104
N -0.1925 0.5544 1.2520
H 1.4918 -1.8951 -0.3894
H -0.1999 -2.0441 0.0736
H 1.0882 -1.7578 1.2792
H 1.4712 0.5011 0.0035
H 0.1959 -0.0879 -2.0546
H -1.2597 -0.2290 -1.1010
H -1.8452 2.1081 -1.5513
H -0.3797 1.5558 1.1082
H -1.1040 0.0962 1.3681
H 0.3035 0.3600 2.1242

***

two:
15
Properties=species:S:1:pos:R:3 method="wB97M-V/def2-TZVPD" total_charge=+1 gap_ev=10.04 lumo_ev=-3.54 multiplicity=1 smiles=C[C@H]([NH3+])CS
C 0.4752 -1.5526 0.2688
C 0.3551 -0.0797 -0.0779
C -0.9134 0.1803 -0.8810
S -1.2208 1.9084 -1.2710
N 0.3122 0.7789 1.2089
H 0.8069 -2.1167 -0.6029
H -0.4779 -1.9685 0.5880
H 1.2520 -1.7797 1.0025
H 1.2013 0.3074 -0.6404
H -0.8004 -0.4110 -1.7926
H -1.8315 -0.1677 -0.4071
H -0.0306 2.1918 -1.8249
H 0.5584 1.7181 0.9350
H -0.6082 0.6781 1.6231
H 0.9217 0.3131 1.8713

***

Need the numbers? Relative energies in kcal/mol: one 0.0; two 4.2.